[1]
A cluster of 2 separate species, C4H9N2O in total, computed with wB97M-V/def2-TZVPD.

The total charge is +1. The multiplicity is 1. The value obtained for the relative energy (zero: lowest compared OMol25 entry of this formula, charge and spin) is 0.80 kcal/mol. The calculation puts the LUMO energy at -2.804 eV. The calculation puts the energy at -9315.9813 eV.

Each atom is followed by the atoms it is bonded to, with distances in Å.
Atoms and positions in Å:
1 C 1.7630 -0.0336 1.4949  C2 1.484, H7 1.094, H8 1.084, H9 1.087
2 C 0.8048 -0.3253 0.4003  C1 1.484, C3 1.358, N6 1.373
3 C -0.2165 -1.2174 0.3252  C2 1.358, N4 1.376, H10 1.076
4 N -0.7959 -1.0593 -0.9133  C3 1.376, C5 1.319, H11 1.011
5 C -0.1725 -0.1104 -1.5855  N4 1.319, N6 1.330, H12 1.074
6 N 0.8134 0.3281 -0.8077  C2 1.373, C5 1.330, H13 1.010
7 H 1.3967 0.7603 2.1518  C1 1.094
8 H 1.9489 -0.9260 2.0810  C1 1.084
9 H 2.7039 0.3341 1.0949  C1 1.087
10 H -0.5995 -1.9192 1.0447  C3 1.076
11 H -1.5865 -1.5792 -1.2680  N4 1.011
12 H -0.3875 0.2271 -2.5822  C5 1.074
13 H 1.4533 1.0567 -1.0885  N6 1.010
14 H -2.3005 1.5236 1.3298  O16 0.966
15 H -1.7496 2.5880 0.3961  O16 0.967
16 O -1.6882 1.6430 0.5917  H14 0.966, H15 0.967



[2]
An isolated molecule of C5H12N2O2 in a non-equilibrium geometry, computed with wB97M-V/def2-TZVPD.

As for the SMILES: C[C@@H](N)[C@@](C)(N)OC=O. The multiplicity is 1. The value obtained for the relative energy (zero: lowest compared OMol25 entry of this formula, charge and spin) is 51.66 kcal/mol. The calculation puts the LUMO energy at 0.922 eV. The calculation puts the energy at -12453.7421 eV.

Each atom is followed by the atoms it is bonded to, with distances in Å.
Atoms and positions in Å:
1 C -0.5067 -0.6247 -0.5107  C2 1.530, N3 1.467, H6 1.097, C14 1.784
2 C -1.8512 -0.8142 0.1941  C1 1.530, H10 1.097, H11 1.094, H12 1.095
3 N -0.7356 -0.1330 -1.8737  C1 1.467, H7 1.016, H8 1.020
4 C -0.4702 1.3130 1.5686  O5 1.218, H9 1.097, O16 1.398
5 O -0.7944 2.2133 0.8149  C4 1.218
6 H -0.1255 -1.6447 -0.6401  C1 1.097
7 H -1.4573 -0.6622 -2.3551  N3 1.016
8 H -0.9950 0.8522 -1.8279  N3 1.020
9 H -0.9471 1.1185 2.5373  C4 1.097
10 H -2.4550 -1.5690 -0.3252  C2 1.097
11 H -2.4631 0.0921 0.1620  C2 1.094
12 H -1.7095 -1.1577 1.2242  C2 1.095
13 C 2.0502 -0.9334 0.2142  C14 1.526, H19 1.094, H20 1.094, H21 1.097
14 C 0.9533 0.1271 0.1865  C1 1.784, C13 1.526, N15 1.425, O16 1.412
15 N 1.4284 1.2506 -0.5509  C14 1.425, H17 1.018, H18 1.017
16 O 0.6426 0.4685 1.5213  C4 1.398, C14 1.412
17 H 1.7171 2.0077 0.0649  N15 1.018
18 H 0.7267 1.7146 -1.1226  N15 1.017
19 H 2.3576 -1.2282 -0.7935  C13 1.094
20 H 1.7075 -1.8236 0.7504  C13 1.094
21 H 2.9271 -0.5670 0.7613  C13 1.097



[3]
A cluster of 11 separate species, C14H11Cl40OP in total, computed with wB97M-V/def2-TZVPD.

As for the SMILES: ClC(Cl)(Cl)Cl.ClC(Cl)(Cl)Cl.ClC(Cl)(Cl)Cl.ClC(Cl)(Cl)Cl.ClC(Cl)(Cl)Cl.ClC(Cl)(Cl)Cl.ClC(Cl)(Cl)Cl.ClC(Cl)(Cl)Cl.ClC(Cl)(Cl)Cl.ClC(Cl)(Cl)Cl.CPC[C@H](C)O. The multiplicity is 1. The calculation puts the LUMO energy at 0.027 eV. The calculation puts the energy at -526925.9537 eV.

Each atom is followed by the atoms it is bonded to, with distances in Å.
Atoms and positions in Å:
1 C 3.5549 -0.3186 -1.6930  P2 1.842, H7 1.090, H8 1.093, H9 1.092
2 P 4.0360 -1.8285 -2.6314  C1 1.842, C3 1.861, H10 1.413
3 C 5.6355 -1.2591 -3.3924  P2 1.861, C4 1.542, H11 1.091, H12 1.092
4 C 6.9380 -1.9582 -2.9521  C3 1.542, C5 1.521, O6 1.440, H13 1.096
5 C 6.7986 -3.0946 -1.9511  C4 1.521, H14 1.093, H15 1.092, H16 1.091
6 O 7.7681 -0.9313 -2.3773  C4 1.440, H17 0.967
7 H 3.7989 0.6109 -2.2085  C1 1.090
8 H 2.4773 -0.3458 -1.5147  C1 1.093
9 H 4.0526 -0.3265 -0.7216  C1 1.092
10 H 3.2280 -1.5723 -3.7622  P2 1.413
11 H 5.7695 -0.1978 -3.1768  C3 1.091
12 H 5.5292 -1.3363 -4.4761  C3 1.092
13 H 7.4431 -2.3511 -3.8420  C4 1.096
14 H 7.7778 -3.5592 -1.8120  C5 1.093
15 H 6.4693 -2.7134 -0.9824  C5 1.092
16 H 6.1000 -3.8649 -2.2822  C5 1.091
17 H 8.6954 -1.1603 -2.5286  O6 0.967
18 C -0.9316 -0.2922 -2.2570  Cl19 1.763, Cl20 1.766, Cl21 1.769, Cl22 1.764
19 Cl -2.5254 0.1387 -1.6392  C18 1.763
20 Cl -0.1174 1.1578 -2.8528  C18 1.766
21 Cl 0.0307 -1.0058 -0.9556  C18 1.769
22 Cl -1.0964 -1.4584 -3.5705  C18 1.764
23 C -6.0409 2.5970 -1.9281  Cl24 1.768, Cl25 1.762, Cl26 1.762, Cl27 1.769
24 Cl -5.1804 2.6289 -3.4722  C23 1.768
25 Cl -5.6024 4.0154 -0.9796  C23 1.762
26 Cl -7.7767 2.5938 -2.2294  C23 1.762
27 Cl -5.5938 1.1304 -1.0464  C23 1.769
28 C 3.5303 -0.9746 2.5170  Cl29 1.772, Cl30 1.760, Cl31 1.768, Cl32 1.759
29 Cl 2.3397 -1.1043 1.2116  C28 1.772
30 Cl 4.0229 -2.5902 3.0129  C28 1.760
31 Cl 4.9483 -0.1047 1.9178  C28 1.768
32 Cl 2.8097 -0.1057 3.8666  C28 1.759
33 C 9.1874 -2.6787 1.3813  Cl34 1.762, Cl35 1.767, Cl36 1.770, Cl37 1.765
34 Cl 7.6569 -1.8199 1.5415  C33 1.762
35 Cl 8.8704 -4.3459 0.8882  C33 1.767
36 Cl 10.1865 -1.8772 0.1604  C33 1.770
37 Cl 10.0390 -2.6786 2.9269  C33 1.765
38 C -8.2894 1.6325 -6.3498  Cl39 1.765, Cl40 1.765, Cl41 1.765, Cl42 1.768
39 Cl -6.5815 1.2587 -6.5950  C38 1.765
40 Cl -8.4522 3.2874 -5.7574  C38 1.765
41 Cl -9.1547 1.4657 -7.8795  C38 1.765
42 Cl -8.9714 0.5139 -5.1631  C38 1.768
43 C -11.9233 1.9060 -0.6631  Cl44 1.767, Cl45 1.765, Cl46 1.764, Cl47 1.765
44 Cl -11.0983 1.9014 -2.2262  C43 1.767
45 Cl -11.4008 3.3126 0.2672  C43 1.765
46 Cl -13.6671 1.9792 -0.9200  C43 1.764
47 Cl -11.5154 0.4320 0.2175  C43 1.765
48 C -5.3004 8.0545 -1.4479  Cl49 1.767, Cl50 1.763, Cl51 1.764, Cl52 1.768
49 Cl -6.9843 7.6714 -1.0734  C48 1.767
50 Cl -4.7540 7.0432 -2.7852  C48 1.763
51 Cl -5.1669 9.7563 -1.8925  C48 1.764
52 Cl -4.2992 7.7330 -0.0269  C48 1.768
53 C -0.9372 1.1368 5.2498  Cl54 1.761, Cl55 1.764, Cl56 1.768, Cl57 1.769
54 Cl -2.1907 1.7680 6.3132  C53 1.761
55 Cl -1.2429 1.6428 3.5876  C53 1.764
56 Cl 0.6383 1.7495 5.7695  C53 1.768
57 Cl -0.9277 -0.6297 5.3337  C53 1.769
58 C 3.9184 -6.6056 1.4444  Cl59 1.765, Cl60 1.761, Cl61 1.771, Cl62 1.765
59 Cl 2.6782 -7.8507 1.6106  C58 1.765
60 Cl 3.2273 -5.1745 0.6858  C58 1.761
61 Cl 4.5377 -6.1795 3.0480  C58 1.771
62 Cl 5.2439 -7.2202 0.4537  C58 1.765
63 C -2.4424 0.4773 10.5218  Cl64 1.766, Cl65 1.764, Cl66 1.768, Cl67 1.765
64 Cl -4.1013 -0.0279 10.8550  C63 1.766
65 Cl -1.7917 -0.4791 9.1906  C63 1.764
66 Cl -2.4282 2.1888 10.0794  C63 1.768
67 Cl -1.4520 0.2376 11.9633  C63 1.765



Number 1: highest occupied orbital energy -13.901 eV. Number 2: highest occupied orbital energy -9.094 eV. Number 3: highest occupied orbital energy -8.735 eV.